[1]
Computed, not measured: C34H41F4N2OP2STb as an isolated structure in a non-equilibrium geometry, with the ωB97M-V functional and the def2-TZVPD basis.

Properties
spin multiplicity: 7
total energy: -103654.816 eV
max |F|: 1.36 eV Å⁻¹
orbital gap (spin up / spin down): 6.3 / 7.9 eV
E_HOMO (spin up / spin down): -13.1 / -13.1 eV
⟨S²⟩: 12.0760
net charge: +2

Last column: Mulliken charge in e.
CARTESIAN COORDINATES (ANGSTROEM)
1 Tb -0.5797 -17.2364 5.7815  -0.009
2 C 2.7225 -19.4095 3.5391  -1.555
3 C 1.6737 -18.6953 4.4114  0.337
4 N 0.9011 -17.6122 3.7679  1.293
5 C 0.2367 -18.0939 2.5448  0.207
6 C -1.0214 -17.3235 2.2427  -1.461
7 C 1.6765 -16.4087 3.4919  -1.340
8 C 2.1683 -15.7560 4.7662  -0.799
9 N 1.0533 -15.7361 5.7298  0.386
10 C 1.0596 -14.8310 6.7643  -0.522
11 C -0.1905 -14.4788 7.3191  0.455
12 F -1.2707 -15.0555 6.6756  -0.438
13 C -0.4044 -13.6799 8.4203  0.051
14 F -1.6061 -13.4602 8.9146  -0.321
15 C 0.6876 -13.1996 9.0837  -0.301
16 C 1.9524 -13.4496 8.5530  0.102
17 F 2.9761 -12.9655 9.2098  -0.302
18 C 2.1453 -14.2569 7.4461  0.828
19 F 3.3733 -14.5641 7.0230  -0.349
20 H 3.3331 -19.9968 4.2130  0.464
21 H 3.3981 -18.7185 3.0415  0.300
22 H 2.2875 -20.0838 2.7980  0.338
23 H 2.1769 -18.2595 5.2824  -0.373
24 H 0.9565 -19.4321 4.7958  0.085
25 H -0.0718 -19.1185 2.6906  -0.366
26 H 0.9365 -18.0439 1.6863  0.473
27 H -1.5358 -17.1431 3.1818  0.118
28 H -1.6433 -17.9024 1.5450  0.448
29 H -0.8120 -16.3727 1.7670  0.511
30 H 1.0385 -15.7168 2.9708  0.542
31 H 2.5510 -16.6300 2.8536  0.260
32 H 2.5385 -14.7736 4.5003  0.628
33 H 3.0407 -16.2950 5.1475  0.327
34 H 0.5384 -12.5792 9.9781  0.497
35 C 2.3750 -18.9906 7.9489  -1.945
36 P 0.6977 -18.3214 8.1326  1.687
37 C 0.9992 -17.1458 9.5032  -1.314
38 C -0.2270 -19.6494 8.8962  0.101
39 C 0.3965 -20.7949 9.3513  -0.638
40 C -0.3788 -21.8588 9.7900  -0.838
41 C -1.7521 -21.7603 9.7925  -0.939
42 C -2.3976 -20.6028 9.3770  -0.699
43 C -1.6308 -19.5637 8.8734  0.529
44 P -2.4086 -18.0128 8.2923  1.193
45 C -4.0748 -18.4258 7.7807  -1.461
46 C -2.7100 -17.0579 9.8182  -1.355
47 H 2.4222 -19.9237 7.3941  0.497
48 H 2.8771 -19.1043 8.9271  0.557
49 H 2.9466 -18.2212 7.4091  0.355
50 H 1.6908 -16.3671 9.1766  0.392
51 H 1.4531 -17.7201 10.3093  0.460
52 H 0.1021 -16.6645 9.8721  0.154
53 H 1.4666 -20.8904 9.3655  0.492
54 H 0.1386 -22.7704 10.1023  0.457
55 H -2.3192 -22.5884 10.2014  0.435
56 H -3.4786 -20.5410 9.4247  0.356
57 H -4.1186 -19.0342 6.8929  0.280
58 H -4.5898 -17.4818 7.5918  0.459
59 H -4.6488 -18.9359 8.5737  0.497
60 H -3.0137 -16.0305 9.5621  0.445
61 H -1.8088 -17.0010 10.4399  0.363
62 H -3.5093 -17.5369 10.3947  0.445
63 O -1.5666 -19.2497 5.0386  0.380
64 S -2.2145 -20.5937 5.3623  0.588
65 C -3.3618 -20.8640 4.0561  0.409
66 C -3.5597 -19.9406 3.0562  -0.084
67 C -4.4706 -20.2273 2.0562  -0.722
68 C -5.1786 -21.4271 2.0574  -0.587
69 C -5.0169 -22.3127 3.1265  -0.668
70 C -4.0910 -22.0436 4.1162  -0.741
71 C -1.0402 -21.8729 5.0624  0.357
72 C -0.3487 -22.0660 3.8673  -0.294
73 C 0.5840 -23.0726 3.8182  -0.633
74 C 0.8093 -23.9003 4.9364  -0.648
75 C 0.0701 -23.7122 6.1029  -0.653
76 C -0.8553 -22.6828 6.1738  -0.220
77 H -2.9711 -19.0217 3.0661  0.134
78 H -4.6041 -19.5227 1.2482  0.456
79 H -5.8804 -21.6647 1.2706  0.429
80 H -5.5844 -23.2204 3.1489  0.442
81 H -3.9391 -22.7369 4.9131  0.469
82 H -0.5309 -21.4257 3.0145  0.345
83 H 1.1552 -23.2160 2.9157  0.490
84 H 1.5471 -24.6757 4.8305  0.459
85 H 0.2150 -24.3515 6.9755  0.456
86 H -1.3984 -22.4628 7.0925  0.358

***

[2]
Computed, not measured: one molecule with the formula CBr2S in a non-equilibrium geometry, with the ωB97M-V functional and the def2-TZVPD basis.

Properties
total energy: -151955.465 eV
max |F|: 2.49 eV Å⁻¹
orbital gap: 8.3 eV
E_HOMO: -9.6 eV

Last column: Mulliken charge in e.
CARTESIAN COORDINATES (ANGSTROEM)
1 S 1.0349 -1.3272 0.0223  -0.082
2 C 0.1971 -0.0137 0.0105  0.189
3 Br -2.0143 -0.4790 -0.0140  -0.137
4 Br 0.7823 1.8199 -0.0187  0.030

***

Question: What is the max |F| in the second record?
Answer: 2.49 eV Å⁻¹

***

Question: Among the records above, which one has the lowest max |F|?
Answer: C34H41F4N2OP2STb